Molecular formula: C5H10O2
Method: DFT, wB97M-V/def2-TZVPD

Each line ends with the natural charge from an NBO analysis.
Cartesian coordinates (Å):
1 C 0.385 -0.160 0.224  -0.1159
2 C -2.128 -0.080 -0.009  -0.0979
3 C -0.087 0.535 -0.851  -0.3445
4 C 0.756 -1.605 0.187  -0.6650
5 C 2.366 1.188 -0.202  0.3042
6 O -2.550 1.058 0.648  -0.7071
7 O 2.376 2.114 0.561  -0.5413
8 H -2.211 1.061 1.551  0.4719
9 H 0.318 0.306 1.203  0.2004
10 H -2.158 -1.002 0.568  0.1464
11 H -2.588 -0.156 -0.988  0.1646
12 H 3.275 0.999 -0.858  0.0951
13 H -0.285 1.595 -0.769  0.2241
14 H -0.047 0.090 -1.839  0.2021
15 H 1.785 -1.733 0.534  0.2307
16 H 0.676 -2.021 -0.818  0.2135
17 H 0.118 -2.189 0.858  0.2188

Values from the calculation:
Highest occupied orbital energy (alpha / beta), eV: -6.96 / -6.23
HOMO-LUMO gap (alpha / beta), eV: 7.78 / 7.00
Electronic energy, eV: -9436.003
LUMO level (alpha / beta), hartree: 0.03019 / 0.02854

=====

Molecular formula: C5H10O2
Method: DFT, wB97M-V/def2-TZVPD

Each line ends with the natural charge from an NBO analysis.
Cartesian coordinates (Å):
1 C 1.976 0.390 0.619  -0.2673
2 O 1.321 -0.804 0.203  -0.5589
3 C 0.559 -0.654 -0.995  -0.0669
4 C -0.710 0.182 -0.827  -0.3126
5 C -1.995 -0.411 -0.278  -0.4502
6 C -1.224 0.561 0.549  0.1055
7 O -0.596 0.133 1.713  -0.7171
8 H 2.926 0.507 0.081  0.1757
9 H 2.172 0.299 1.695  0.2008
10 H 1.339 1.274 0.472  0.1869
11 H 1.204 -0.211 -1.769  0.1779
12 H 0.327 -1.676 -1.312  0.1966
13 H -0.854 0.932 -1.604  0.2212
14 H -2.946 -0.119 -0.713  0.2177
15 H -1.956 -1.445 0.059  0.2167
16 H -1.604 1.572 0.672  0.1887
17 H 0.061 -0.531 1.436  0.4853

Values from the calculation:
Highest occupied orbital energy, eV: -9.29
HOMO-LUMO gap, eV: 10.31
Electronic energy, eV: -9440.290
SMILES string: COC[C@H]1C[C@H]1O
LUMO level, hartree: 0.03742

=====

Molecular formula: C5H10O2
Method: DFT, wB97M-V/def2-TZVPD

Each line ends with the natural charge from an NBO analysis.
Cartesian coordinates (Å):
1 C 0.253 -0.633 -1.775  -0.6393
2 C -0.883 0.208 -1.171  0.0060
3 C -1.732 -0.302 -0.004  -0.3696
4 O -0.562 -0.728 0.902  -0.4253
5 C 0.052 0.257 1.379  0.4891
6 C 1.461 0.094 1.833  -0.7156
7 O -0.271 1.393 -0.625  -0.7258
8 H 0.956 0.004 -2.325  0.2158
9 H -0.160 -1.363 -2.477  0.2131
10 H 0.819 -1.184 -1.017  0.2012
11 H -1.562 0.520 -1.977  0.1903
12 H -2.240 -1.256 -0.199  0.1597
13 H -1.051 1.687 -0.110  0.4809
14 H -0.484 1.174 1.621  0.1762
15 H 2.125 -0.380 1.101  0.2527
16 H 1.871 1.060 2.127  0.2359
17 H 1.407 -0.552 2.716  0.2545

Values from the calculation:
Highest occupied orbital energy, eV: -7.26
HOMO-LUMO gap, eV: 7.57
Electronic energy, eV: -9437.915
LUMO level, hartree: 0.01157

=====

Molecular formula: C5H10O2
Method: DFT, wB97M-V/def2-TZVPD

Each line ends with the natural charge from an NBO analysis.
Cartesian coordinates (Å):
1 C 2.097 -0.298 0.887  -0.6368
2 C 1.091 -0.356 -0.258  0.0863
3 O 0.800 -1.691 -0.630  -0.7183
4 C -0.209 0.357 0.122  0.0268
5 C -1.230 0.353 -0.992  -0.2028
6 C -2.332 1.094 -0.934  -0.3908
7 O -0.707 -0.368 1.250  -0.7364
8 H 2.950 -0.945 0.668  0.2204
9 H 2.462 0.723 1.041  0.2080
10 H 1.629 -0.639 1.816  0.2218
11 H 1.510 0.116 -1.154  0.1794
12 H 0.251 -2.044 0.085  0.4753
13 H 0.014 1.396 0.415  0.1710
14 H -1.058 -0.335 -1.818  0.2218
15 H -1.654 -0.204 1.313  0.4811
16 H -3.093 1.065 -1.704  0.2052
17 H -2.521 1.777 -0.108  0.1880

Values from the calculation:
Highest occupied orbital energy, eV: -10.16
HOMO-LUMO gap, eV: 11.01
Electronic energy, eV: -9441.268
SMILES string: C=C[C@@H](O)[C@@H](C)O
LUMO level, hartree: 0.03128

=====

Molecular formula: C5H10O2
Method: DFT, wB97M-V/def2-TZVPD

Each line ends with the natural charge from an NBO analysis.
Cartesian coordinates (Å):
1 C -1.594 -0.452 -0.504  -0.6117
2 C -0.638 0.121 0.531  -0.2562
3 C 0.610 -0.749 0.808  0.1051
4 O 0.476 -2.080 0.369  -0.7140
5 C 1.463 0.206 -0.052  -0.4586
6 C 0.318 1.225 -0.014  0.1059
7 O 0.052 1.768 -1.286  -0.7101
8 H -2.404 0.258 -0.712  0.2014
9 H -2.040 -1.379 -0.135  0.2241
10 H -1.086 -0.670 -1.446  0.2213
11 H -1.191 0.406 1.434  0.2013
12 H 0.898 -0.716 1.869  0.1583
13 H 1.353 -2.482 0.372  0.4701
14 H 2.440 0.519 0.327  0.2089
15 H 1.564 -0.182 -1.070  0.2269
16 H 0.485 2.021 0.727  0.1593
17 H -0.784 2.248 -1.242  0.4679

Values from the calculation:
Highest occupied orbital energy, eV: -9.73
HOMO-LUMO gap, eV: 10.60
Electronic energy, eV: -9441.207
SMILES string: C[C@@H]1[C@H](O)C[C@@H]1O
LUMO level, hartree: 0.03176

=====

Molecular formula: C5H10O2
Method: DFT, wB97M-V/def2-TZVPD

Each line ends with the natural charge from an NBO analysis.
Cartesian coordinates (Å):
1 C -2.285 -0.509 -0.488  -0.2566
2 O -1.504 0.263 0.408  -0.5139
3 C -0.133 0.323 0.166  0.2251
4 C 1.818 -1.061 0.168  -0.5000
5 C 0.506 1.121 1.264  -0.6500
6 C 0.278 0.535 -1.200  0.3162
7 O 1.366 0.229 -1.663  -0.5170
8 H -2.425 -0.008 -1.448  0.1726
9 H -3.265 -0.656 -0.037  0.2001
10 H -1.828 -1.482 -0.670  0.1823
11 H 1.426 -1.899 -0.388  0.1825
12 H 1.664 -1.082 1.228  0.1609
13 H 2.831 -0.770 -0.139  0.1939
14 H 0.552 0.537 2.192  0.2208
15 H 1.522 1.411 0.990  0.2318
16 H -0.083 2.018 1.468  0.2146
17 H -0.440 1.030 -1.853  0.1366

Values from the calculation:
Highest occupied orbital energy (alpha / beta), eV: -7.96 / -7.86
HOMO-LUMO gap (alpha / beta), eV: 7.82 / 8.17
Electronic energy, eV: -9437.401
LUMO level (alpha / beta), hartree: -0.00481 / 0.01122

=====

Molecular formula: C5H10O2
Method: DFT, wB97M-V/def2-TZVPD

Each line ends with the natural charge from an NBO analysis.
Cartesian coordinates (Å):
1 C 2.095 0.472 -1.674  -0.3615
2 C 1.270 1.351 -1.131  -0.2309
3 C -0.135 1.043 -0.722  -0.3858
4 C -0.395 0.715 0.546  0.3500
5 O 0.560 0.512 1.485  -0.6963
6 C -1.740 0.335 1.090  -0.6628
7 H 3.142 0.664 -1.884  0.1993
8 H 1.764 -0.536 -1.894  0.1925
9 H 1.486 2.403 -1.104  0.2019
10 H -0.934 1.109 -1.437  0.2203
11 H 1.396 0.958 1.314  0.4919
12 H -2.507 0.709 0.416  0.2283
13 H -1.858 0.494 2.155  0.2346
14 H -1.837 -0.745 0.882  0.2156
15 H -1.355 -3.128 1.001  0.4703
16 H -0.755 -2.676 -0.352  0.4725
17 O -1.231 -3.397 0.083  -0.9397

Values from the calculation:
Highest occupied orbital energy, eV: -8.85
HOMO-LUMO gap, eV: 9.58
Electronic energy, eV: -9440.589
SMILES string: C=C/C=C(/C)O.O
LUMO level, hartree: 0.02682

=====

Molecular formula: C5H10O2
Method: DFT, wB97M-V/def2-TZVPD

Each line ends with the natural charge from an NBO analysis.
Cartesian coordinates (Å):
1 C -0.267 0.544 -2.038  -0.6246
2 C 0.082 -0.108 -0.686  0.2060
3 C -1.090 -0.120 0.283  -0.4865
4 C -0.643 -0.067 1.751  -0.0321
5 O 1.125 0.200 2.184  -0.7932
6 C 1.208 -1.055 -0.235  -0.2151
7 O 1.372 0.367 -0.386  -0.5556
8 H -1.193 0.220 -2.521  0.2072
9 H -0.388 1.626 -1.827  0.2185
10 H 0.569 0.477 -2.738  0.2272
11 H -1.645 -1.045 0.006  0.2252
12 H -1.812 0.701 0.122  0.2151
13 H -1.154 -0.863 2.338  0.2095
14 H -0.765 0.899 2.183  0.2034
15 H 1.415 0.883 1.533  0.4869
16 H 1.554 -1.673 -1.104  0.1804
17 H 1.633 -0.989 1.134  0.3276

Values from the calculation:
Highest occupied orbital energy, eV: -9.24
HOMO-LUMO gap, eV: 10.02
Electronic energy, eV: -9436.404
LUMO level, hartree: 0.02864

=====

Molecular formula: C5H10O2
Method: DFT, wB97M-V/def2-TZVPD

Each line ends with the natural charge from an NBO analysis.
Cartesian coordinates (Å):
1 C -2.336 1.334 0.784  -0.2481
2 O -1.815 0.416 -0.148  -0.7417
3 C 1.269 0.537 0.320  -0.4064
4 C 1.059 -0.331 1.317  0.1558
5 O 1.361 -1.498 0.669  -0.4926
6 C 1.661 -0.667 -0.513  0.0907
7 C 0.839 -1.082 -1.711  -0.6363
8 H -1.955 1.160 1.804  0.1557
9 H -2.121 2.381 0.511  0.1561
10 H -3.421 1.205 0.803  0.1828
11 H 1.255 1.609 0.187  0.2348
12 H -0.857 0.392 -0.004  0.4749
13 H 0.758 -0.339 2.361  0.2023
14 H 2.736 -0.738 -0.707  0.1974
15 H 1.024 -0.394 -2.542  0.2193
16 H 1.126 -2.088 -2.033  0.2221
17 H -0.232 -1.075 -1.486  0.2331

Values from the calculation:
Highest occupied orbital energy, eV: -9.25
HOMO-LUMO gap, eV: 10.26
Electronic energy, eV: -9439.723
LUMO level, hartree: 0.03701

=====

Molecular formula: C5H10O2
Method: DFT, wB97M-V/def2-TZVPD

Each line ends with the natural charge from an NBO analysis.
Cartesian coordinates (Å):
1 C 2.215 1.593 -0.267  -0.2459
2 O 1.517 1.114 0.860  -0.7253
3 C -0.466 -0.650 -0.488  -0.3005
4 C -0.309 -1.630 0.662  -0.0585
5 O -1.729 -1.921 0.656  -0.5162
6 C -1.901 -1.072 -0.470  0.0966
7 C -1.559 0.341 -0.133  -0.4750
8 H 3.280 1.450 -0.073  0.1836
9 H 1.962 1.041 -1.185  0.1532
10 H 2.037 2.663 -0.453  0.1609
11 H 0.221 -0.515 -1.316  0.2282
12 H 0.039 -1.224 1.618  0.1857
13 H 0.268 -2.524 0.403  0.1859
14 H -2.588 -1.378 -1.252  0.2036
15 H -1.777 1.082 -0.898  0.2278
16 H -1.693 0.675 0.896  0.2220
17 H 0.578 1.103 0.635  0.4739

Values from the calculation:
Highest occupied orbital energy, eV: -9.49
HOMO-LUMO gap, eV: 10.43
Electronic energy, eV: -9439.230
LUMO level, hartree: 0.03469

=====

Molecular formula: C5H10O2
Method: DFT, wB97M-V/def2-TZVPD

Each line ends with the natural charge from an NBO analysis.
Cartesian coordinates (Å):
1 C -1.191 -1.355 1.375  -0.2760
2 O 0.043 -0.791 1.127  -0.4123
3 C 0.399 -0.801 -0.124  0.1850
4 C -1.356 0.204 -0.897  -0.2982
5 O -0.327 1.204 -0.859  -0.5326
6 C 0.895 0.491 -0.701  0.0289
7 C 1.848 1.299 0.159  -0.6207
8 H -1.624 -0.512 0.176  0.2036
9 H -1.315 -2.354 0.939  0.1603
10 H -1.427 -1.290 2.436  0.1862
11 H 0.352 -1.743 -0.672  0.1782
12 H -2.298 0.766 -0.842  0.2038
13 H -1.371 -0.344 -1.851  0.1610
14 H 1.347 0.287 -1.685  0.1744
15 H 2.830 0.819 0.218  0.2112
16 H 1.967 2.295 -0.277  0.2248
17 H 1.440 1.409 1.167  0.2224

Values from the calculation:
Highest occupied orbital energy (alpha / beta), eV: -7.70 / -7.70
HOMO-LUMO gap (alpha / beta), eV: 7.96 / 7.96
Electronic energy, eV: -9436.724
LUMO level (alpha / beta), hartree: 0.00961 / 0.00958

=====

Molecular formula: C5H10O2
Method: DFT, wB97M-V/def2-TZVPD

Each line ends with the natural charge from an NBO analysis.
Cartesian coordinates (Å):
1 O 2.492 0.236 -0.458  -0.7077
2 C 1.528 -0.545 0.200  -0.1009
3 C 0.232 -0.632 -0.571  0.0916
4 C -0.933 -1.374 0.082  -0.4775
5 C -1.668 -0.036 0.188  -0.0351
6 C -0.460 2.040 0.088  -0.5861
7 O -0.616 0.646 -0.543  -0.3840
8 H 2.149 1.141 -0.488  0.4807
9 H 1.342 -0.204 1.231  0.1786
10 H 1.933 -1.564 0.264  0.1991
11 H 0.440 -0.872 -1.617  0.2119
12 H -0.684 -1.814 1.051  0.2193
13 H -1.422 -2.109 -0.554  0.2263
14 H -1.747 0.381 1.194  0.2216
15 H -2.605 0.117 -0.347  0.2075
16 H 0.294 1.880 0.876  0.1138
17 H -0.048 2.643 -0.725  0.1409

Values from the calculation:
Highest occupied orbital energy, eV: -7.08
HOMO-LUMO gap, eV: 7.88
Electronic energy, eV: -9437.013
LUMO level, hartree: 0.02943